# C24H58FIN2O12P

11 unconnected molecules or ions with the total composition C24H58FIN2O12P (ωB97M-V/def2-TZVPD, the OMol25 dataset).

Each atom is followed by the atoms it is bonded to, with distances in Å.
Geometry (Å):
1 C 1.63245 -4.99465 -1.41409  C2 1.541, H22 1.082, H23 1.084, H24 1.082
2 C 1.89555 -3.95031 -0.31210  C1 1.541, P3 1.842, H25 1.086, H26 1.081
3 P 1.10421 -2.28715 -0.35111  C2 1.842, C4 1.834, C5 1.884
4 C 0.68619 -1.87305 -2.08768  P3 1.834, H27 1.082, H28 1.083, H29 1.084
5 C -0.57334 -2.42935 0.49556  P3 1.884, C6 1.397, C17 1.403
6 C -1.60209 -3.28028 0.08320  C5 1.397, C7 1.488, N11 1.340
7 C -1.48705 -4.20278 -1.07902  C6 1.488, C8 1.539, H30 1.084, H31 1.076
8 C -2.77222 -4.58661 -1.83352  C7 1.539, C9 1.522, H32 1.085, H33 1.085
9 C -2.74757 -6.01970 -2.34646  C8 1.522, F10 1.384, H34 1.085, H35 1.085
10 F -2.39587 -6.00387 -3.68527  C9 1.384
11 N -2.74251 -3.29935 0.78721  C6 1.340, C12 1.340, H36 1.009
12 C -2.96485 -2.54437 1.87151  N11 1.340, C13 1.359, H37 1.075
13 C -1.99425 -1.70085 2.31195  C12 1.359, N14 1.420, C17 1.396
14 N -2.21871 -0.90879 3.46914  C13 1.420, C15 1.224
15 C -3.10034 -0.06009 3.47564  N14 1.224, O16 1.153
16 O -3.93209 0.73820 3.48157  C15 1.153
17 C -0.77756 -1.63183 1.63113  C5 1.403, C13 1.396, C18 1.489
18 C 0.26315 -0.68656 2.12167  C17 1.489, C19 1.506, H38 1.083, H39 1.086
19 C 0.06010 0.75661 1.74092  C18 1.506, O20 1.175, I21 2.143
20 O 0.60004 1.63833 2.29822  C19 1.175
21 I -1.30382 1.19820 0.14799  C19 2.143
22 H 2.57276 -5.42272 -1.73568  C1 1.082
23 H 1.04279 -5.82097 -1.03371  C1 1.084
24 H 1.12290 -4.62316 -2.29372  C1 1.082
25 H 1.67305 -4.39686 0.65196  C2 1.086
26 H 2.95880 -3.75423 -0.30512  C2 1.081
27 H -0.29548 -1.41917 -2.10555  C4 1.082
28 H 1.37857 -1.10266 -2.40448  C4 1.083
29 H 0.67663 -2.71218 -2.77335  C4 1.084
30 H -0.99854 -5.09636 -0.70642  C7 1.084
31 H -0.82642 -3.71818 -1.77728  C7 1.076
32 H -3.69849 -4.38706 -1.30456  C8 1.085
33 H -2.80151 -3.97005 -2.72566  C8 1.085
34 H -3.72100 -6.49124 -2.25661  C9 1.085
35 H -2.01908 -6.62885 -1.82251  C9 1.085
36 H -3.48320 -3.92620 0.50883  N11 1.009
37 H -3.90870 -2.64483 2.37524  C12 1.075
38 H 1.24639 -0.99458 1.78781  C18 1.083
39 H 0.30421 -0.68330 3.20688  C18 1.086
40 C -2.03694 -0.48858 -4.68912  O41 1.427, H42 1.087, H43 1.092, H44 1.092
41 O -2.73391 -0.90274 -3.51432  C40 1.427, H45 0.963
42 H -1.14829 -1.10854 -4.77356  C40 1.087
43 H -2.64567 -0.62688 -5.58499  C40 1.092
44 H -1.73530 0.55854 -4.61632  C40 1.092
45 H -3.50979 -0.33914 -3.43128  O41 0.963
46 C -2.94181 4.49512 3.51295  O47 1.426, H48 1.086, H49 1.092, H50 1.094
47 O -3.67866 3.61493 2.66697  C46 1.426, H51 0.961
48 H -2.38415 5.16665 2.86605  C46 1.086
49 H -3.60596 5.08666 4.14633  C46 1.092
50 H -2.23586 3.94376 4.14047  C46 1.094
51 H -4.17907 3.01595 3.22702  O47 0.961
52 C -0.55648 -3.60458 5.63926  O53 1.423, H54 1.086, H55 1.094, H56 1.095
53 O -0.06473 -2.33190 5.23384  C52 1.423, H57 0.959
54 H 0.03448 -3.91737 6.49447  C52 1.086
55 H -1.60647 -3.55062 5.94162  C52 1.094
56 H -0.44384 -4.35288 4.84794  C52 1.095
57 H -0.57712 -2.03718 4.47810  O53 0.959
58 C 4.05675 0.59699 1.87634  O59 1.430, H60 1.086, H61 1.094, H62 1.089
59 O 3.23879 0.03086 2.90367  C58 1.430, H63 0.962
60 H 4.96547 0.00482 1.81461  C58 1.086
61 H 3.54657 0.56946 0.90899  C58 1.094
62 H 4.31427 1.62926 2.10930  C58 1.089
63 H 2.45321 0.58311 2.96251  O59 0.962
64 C 5.50298 3.94808 0.98967  O65 1.428, H66 1.086, H67 1.093, H68 1.092
65 O 4.64452 3.41579 -0.01950  C64 1.428, H69 0.960
66 H 5.00389 3.83218 1.94764  C64 1.086
67 H 6.45134 3.40534 1.01648  C64 1.093
68 H 5.70207 5.00949 0.82755  C64 1.092
69 H 5.09538 3.52401 -0.86044  O65 0.960
70 C 5.21049 -2.55034 -2.96985  O71 1.429, H72 1.086, H73 1.092, H74 1.092
71 O 4.27853 -2.92109 -1.95182  C70 1.429, H75 0.961
72 H 6.07659 -3.19505 -2.85639  C70 1.086
73 H 4.78963 -2.69658 -3.96702  C70 1.092
74 H 5.52681 -1.51111 -2.85940  C70 1.092
75 H 3.50571 -2.35787 -2.04403  O71 0.961
76 C -0.38734 7.61538 2.17484  O77 1.425, H78 1.087, H79 1.093, H80 1.093
77 O 0.74764 6.85143 1.77605  C76 1.425, H81 0.960
78 H -0.30574 8.58645 1.69431  C76 1.087
79 H -1.31772 7.14073 1.85147  C76 1.093
80 H -0.40032 7.75544 3.25876  C76 1.093
81 H 0.69519 5.98845 2.19369  O77 0.960
82 C -0.05179 -4.30059 -5.94548  O83 1.422, H84 1.088, H85 1.092, H86 1.094
83 O 0.09401 -5.28012 -4.92528  C82 1.422, H87 0.960
84 H 0.83432 -3.67036 -5.91759  C82 1.088
85 H -0.12180 -4.75710 -6.93545  C82 1.092
86 H -0.93460 -3.67565 -5.77861  C82 1.094
87 H -0.68616 -5.83941 -4.94252  O83 0.960
88 C -4.15097 3.13853 -3.02682  O89 1.431, H90 1.086, H91 1.092, H92 1.091
89 O -3.32617 2.03591 -2.63713  C88 1.431, H93 0.961
90 H -4.00579 3.27882 -4.09389  C88 1.086
91 H -5.20666 2.93442 -2.83753  C88 1.092
92 H -3.86041 4.05375 -2.50874  C88 1.091
93 H -3.44055 1.89759 -1.69319  O89 0.961
94 C 1.60700 11.35724 2.56534  O95 1.423, H96 1.086, H97 1.093, H98 1.094
95 O 2.39268 10.41703 3.28923  C94 1.423, H99 0.961
96 H 1.54449 12.26410 3.16018  C94 1.086
97 H 2.06806 11.59842 1.60414  C94 1.093
98 H 0.59348 10.98035 2.39945  C94 1.094
99 H 2.45261 9.61152 2.76851  O95 0.961

The highest occupied orbital energy comes out at -11.4 eV. For the HOMO-LUMO gap, the calculation gives 7.19 eV. Its charge is +1. The calculation puts the largest force on an atom at 1.0 eV Å⁻¹.

Here are the Löwdin charges for atoms 1 to 8, given in e: C -0.1310; C -0.3794; P 1.0379; C -0.2647; C -0.2024; C -0.1569; C -0.1000; C -0.1160